Entry from the OMol25 dataset: a 5-piece molecular cluster, C19H35BN4O2 overall (the ωB97M-V functional and the def2-TZVPD basis).

```
61
Properties=species:S:1:pos:R:3:forces:R:3
B 5.502395 -1.765185 3.016162 -0.80 0.43 -0.31
C 4.488652 -0.766772 2.257236 1.13 0.15 0.03
O 3.480374 -1.539982 1.550789 -0.48 0.51 0.94
C 2.411559 -1.917769 2.316412 -0.48 -1.42 0.36
C 1.618666 -0.946080 3.187122 0.32 0.71 -0.23
O 2.044088 -3.068638 2.261612 0.17 0.67 -0.27
H 6.269828 -2.405228 2.379682 0.05 -0.12 0.11
H 5.403704 -1.808556 4.200955 0.30 -0.20 0.06
H 5.033936 -0.199404 1.491481 -0.22 -0.23 0.20
H 4.083319 -0.018729 2.949183 -0.27 -0.24 -0.37
H 2.197875 -0.117525 3.612068 -0.09 -0.22 -0.22
H 0.843975 -0.497881 2.541763 0.24 -0.17 0.19
H 1.134578 -1.477904 4.012537 0.18 -0.09 -0.40
C 2.971697 3.372930 -2.042244 0.07 0.09 -0.08
C 2.689528 1.920729 -1.680875 0.01 0.31 -0.24
C 2.489677 1.696785 -0.179861 -0.15 -0.30 -0.24
C 3.709693 1.943216 0.586227 -0.05 0.20 0.05
N 4.671420 2.133018 1.185501 -0.06 0.13 -0.11
H 3.911287 3.718081 -1.604669 -0.04 0.00 0.06
H 3.047945 3.478872 -3.126743 -0.03 0.11 0.39
H 2.169162 4.026331 -1.691970 0.02 -0.02 0.04
H 3.505783 1.292297 -2.047067 -0.01 -0.06 0.10
H 1.782510 1.601374 -2.199539 -0.01 -0.09 0.11
H 2.173756 0.664854 -0.011057 0.05 0.03 0.16
H 1.686055 2.335771 0.190206 0.07 0.02 0.06
C -4.204543 1.829198 2.353676 0.65 0.07 -0.03
C -3.712789 0.412626 2.689956 1.63 0.98 -0.04
C -2.177509 0.392179 2.856307 -0.23 -0.17 0.09
C -1.474502 0.677061 1.606991 0.13 0.07 0.07
N -0.923570 0.897818 0.622871 0.02 -0.01 0.02
H -3.805017 2.165054 1.393353 0.13 0.02 0.07
H -5.279678 1.873077 2.288026 0.01 0.17 -0.02
H -3.890901 2.538153 3.124987 0.11 0.00 -0.05
H -4.000908 -0.295472 1.922057 0.28 -0.02 -0.08
H -4.148613 0.068817 3.617139 0.32 0.03 0.16
H -1.870911 -0.594731 3.210871 0.12 0.01 -0.10
H -1.871674 1.111225 3.619707 0.08 0.06 -0.11
C -7.201401 -3.137471 0.763262 0.03 -0.01 0.06
C -8.033081 -2.744370 1.979045 0.11 -0.23 -0.23
C -8.207734 -1.229454 2.121184 -0.21 -0.27 0.15
C -6.945632 -0.548372 2.407458 -0.12 0.08 -0.10
N -5.952855 -0.011573 2.631242 -3.13 -1.19 0.06
H -6.178168 -2.765522 0.841957 -0.02 0.03 -0.02
H -7.153251 -4.222931 0.674068 0.02 0.02 -0.03
H -7.639839 -2.743379 -0.155749 0.02 0.00 0.00
H -7.574188 -3.155287 2.880659 -0.05 0.09 0.04
H -9.021638 -3.199435 1.890018 -0.03 0.10 0.07
H -8.906980 -1.023086 2.934028 0.09 0.13 0.02
H -8.650158 -0.815810 1.212589 0.12 0.07 -0.01
C 4.457325 -0.047070 -7.416844 0.05 0.04 0.02
C 4.734953 -0.262876 -5.933458 0.06 -0.06 -0.34
C 3.580730 0.190547 -5.035161 0.27 -0.24 0.11
C 3.378200 1.638412 -5.079880 -0.16 0.00 -0.06
N 3.218785 2.775519 -5.115121 0.09 -0.23 -0.32
H 4.347646 1.012943 -7.652242 -0.04 -0.01 0.02
H 5.281582 -0.436138 -8.015303 -0.03 0.01 -0.02
H 3.545321 -0.563040 -7.724086 0.01 0.02 -0.01
H 5.652982 0.259427 -5.656665 -0.05 0.00 0.10
H 4.909926 -1.326681 -5.760196 -0.04 0.03 0.12
H 3.792380 -0.101020 -4.004553 -0.08 0.11 0.03
H 2.658305 -0.317974 -5.322975 -0.04 0.13 -0.03
```
Forces are in eV/Å.

Properties
Net charge: 0
Structure (SMILES): BCOC(C)=O.CCCC#N.CCCC#N.CCCC#N.CCCC#N
Energy in a.u.: -1139.1985
Orbital gap in eV: 10.03
Maximum force in eV/Å: 3.35